# 1
Below is an isolated molecule of C23H34N2O2, with properties calculated with ωB97M-V/def2-TZVPD.

Each line ends with the natural charge from an NBO analysis.
Cartesian coordinates (Å):
O 9.99 1.77 -0.59  -0.72
H 10.39 2.35 0.06  0.47
C 8.72 1.36 -0.13  -0.04
H 8.06 2.22 0.03  0.16
C 8.11 0.43 -1.18  -0.50
C 6.80 -0.04 -0.78  0.03
C 5.72 -0.42 -0.43  -0.03
C 4.44 -0.87 -0.02  -0.12
C 3.91 -2.04 -0.56  -0.18
C 2.66 -2.48 -0.17  -0.20
C 1.92 -1.78 0.77  -0.05
C 2.46 -0.61 1.31  -0.16
C 3.70 -0.16 0.92  -0.18
H 4.11 0.75 1.33  0.22
H 1.88 -0.06 2.03  0.22
C 0.57 -2.25 1.22  -0.22
N -0.39 -1.15 1.23  -0.45
C -0.67 -0.67 -0.11  -0.24
H -1.18 -1.44 -0.71  0.17
C -1.52 0.61 -0.05  -0.03
N -2.74 0.45 0.73  -0.50
C -2.49 -0.23 1.99  -0.22
C -1.63 -1.49 1.88  -0.23
H -2.17 -2.29 1.34  0.16
H -1.41 -1.86 2.89  0.20
H -1.96 0.47 2.65  0.20
H -3.45 -0.48 2.46  0.21
C -3.97 0.12 0.03  -0.02
H -4.71 -0.07 0.81  0.19
C -3.94 -1.12 -0.88  -0.43
C -5.33 -1.40 -1.44  -0.39
C -5.85 -0.20 -2.23  -0.40
C -5.86 1.05 -1.35  -0.40
C -4.47 1.32 -0.78  -0.40
H -3.78 1.52 -1.61  0.19
H -4.49 2.21 -0.15  0.22
H -6.20 1.91 -1.92  0.21
H -6.56 0.90 -0.52  0.19
H -6.85 -0.40 -2.61  0.21
H -5.20 -0.02 -3.09  0.19
H -5.30 -2.28 -2.09  0.21
H -6.02 -1.61 -0.62  0.19
H -3.60 -1.99 -0.32  0.21
H -3.25 -0.96 -1.71  0.20
C -0.66 1.77 0.50  -0.44
H 0.21 1.88 -0.13  0.21
H -0.32 1.51 1.51  0.22
C -1.42 3.09 0.55  -0.05
O -2.43 3.12 1.52  -0.74
H -2.92 2.28 1.42  0.49
H -1.85 3.30 -0.45  0.14
H -0.74 3.91 0.80  0.18
H -1.81 0.87 -1.07  0.21
H 0.28 -0.44 -0.60  0.22
H 0.64 -2.63 2.24  0.21
H 0.23 -3.08 0.58  0.17
H 2.25 -3.39 -0.60  0.21
H 4.48 -2.60 -1.29  0.22
H 8.04 0.98 -2.13  0.24
H 8.78 -0.42 -1.34  0.24
H 8.81 0.82 0.83  0.16

Its SMILES is OCCC#Cc1ccc(CN2CCN(C3CCCCC3)[C@@H](CCO)C2)cc1. Its HOMO-LUMO gap is 9.02 eV. The calculation puts the relative energy (zero: lowest compared OMol25 entry of this formula, charge and spin) at 3.886 eV. The calculation puts the HOMO energy at -0.30267 Ha.

---

# 2
Below is an isolated molecule of C23H34N2O4S, with properties calculated with ωB97M-V/def2-TZVPD.

Each line ends with the natural charge from an NBO analysis.
Cartesian coordinates (Å):
C 1.33 0.72 3.87  -0.67
C 0.13 0.36 3.07  0.01
C -0.22 -0.95 2.74  -0.27
C -1.35 -1.23 2.00  -0.20
C -2.18 -0.21 1.56  -0.23
C -1.84 1.10 1.86  -0.18
C -0.71 1.37 2.61  -0.20
H -0.45 2.40 2.84  0.22
H -2.47 1.91 1.53  0.22
H -3.07 -0.43 1.00  0.22
H -1.58 -2.27 1.79  0.24
S 0.77 -2.41 3.10  2.16
O -0.11 -3.55 3.17  -0.94
O 1.69 -2.22 4.19  -0.94
C 1.78 -2.62 1.54  -0.67
C 2.40 -1.33 1.21  0.27
C 3.62 -0.80 1.52  -0.29
C 3.60 0.53 1.05  -0.23
C 2.37 0.72 0.48  0.16
C 1.79 1.93 -0.14  0.63
O 2.41 2.97 -0.22  -0.62
N 0.51 1.78 -0.54  -0.60
H 0.09 0.86 -0.53  0.42
C -0.19 2.79 -1.29  -0.23
H -1.16 2.97 -0.83  0.19
H 0.41 3.70 -1.25  0.24
C -0.38 2.33 -2.75  -0.22
N -1.15 1.11 -2.78  -0.48
C -2.59 1.32 -2.84  -0.21
H -2.95 1.44 -3.88  0.17
C -3.39 0.21 -2.14  -0.22
C -3.99 -0.78 -3.13  -0.61
H -3.23 -1.25 -3.74  0.20
H -4.70 -0.28 -3.79  0.20
H -4.52 -1.57 -2.60  0.21
C -4.51 0.82 -1.30  -0.61
H -5.19 1.39 -1.93  0.21
H -4.11 1.49 -0.54  0.20
H -5.08 0.04 -0.80  0.21
H -2.70 -0.32 -1.47  0.20
H -2.78 2.27 -2.33  0.20
C -0.63 0.02 -3.58  -0.20
H -1.07 -0.90 -3.20  0.19
C -0.85 0.05 -5.11  -0.24
C -0.37 -1.28 -5.70  -0.60
H 0.69 -1.41 -5.52  0.20
H -0.91 -2.12 -5.25  0.21
H -0.55 -1.30 -6.77  0.21
C -0.13 1.21 -5.79  -0.61
H -0.52 2.17 -5.47  0.21
H -0.25 1.14 -6.87  0.21
H 0.94 1.18 -5.57  0.20
H -1.92 0.15 -5.31  0.19
H 0.45 -0.03 -3.39  0.20
H 0.61 2.15 -3.17  0.21
H -0.84 3.15 -3.32  0.18
O 1.63 -0.42 0.57  -0.41
H 4.38 1.26 1.11  0.25
H 4.42 -1.29 2.03  0.24
H 1.08 -2.96 0.79  0.25
H 2.51 -3.39 1.77  0.27
H 1.87 -0.15 4.21  0.26
H 1.02 1.30 4.74  0.23
H 2.00 1.35 3.28  0.23

Its SMILES is Cc1ccccc1S(=O)(=O)Cc1ccc(C(=O)NCCN(CC(C)C)CC(C)C)o1. Its HOMO-LUMO gap is 8.85 eV. The calculation puts the relative energy (zero: lowest compared OMol25 entry of this formula, charge and spin) at 0.000 eV. The calculation puts the HOMO energy at -0.31110 Ha.

---

# 3
Below is a structure of composition C23H34N6NdO, with properties calculated with ωB97M-V/def2-TZVPD.

Each line ends with the natural charge from an NBO analysis.
Cartesian coordinates (Å):
Nd 0.09 -0.25 0.56  2.02
C -0.05 -4.57 -2.46  -0.61
C -0.34 -3.13 -2.10  -0.24
C -1.85 -2.90 -1.76  -0.62
C 0.46 -2.68 -0.93  0.02
C 0.02 -2.87 0.40  -0.34
C 0.90 -2.79 1.45  -0.18
C 2.18 -2.17 1.35  -0.04
C 3.07 -2.11 2.51  -0.69
C 2.52 -1.76 0.06  -0.19
C 1.73 -2.07 -1.08  -0.23
H -0.85 -4.91 -3.20  0.25
H -0.11 -5.22 -1.55  0.23
H 0.87 -4.62 -2.99  0.24
H -0.06 -2.44 -2.99  0.22
H -2.28 -3.44 -0.95  0.22
H -2.37 -3.19 -2.70  0.26
H -2.08 -1.84 -1.65  0.19
H -0.97 -3.22 0.65  0.28
H 0.51 -3.01 2.44  0.26
H 3.24 -3.10 2.95  0.28
H 2.70 -1.56 3.41  0.25
H 4.16 -1.85 2.24  0.26
H 3.41 -1.19 -0.21  0.25
H 2.17 -1.91 -2.02  0.26
C -4.03 -0.65 3.57  -0.40
N -3.87 0.01 2.22  -0.37
C -4.98 0.66 1.68  0.13
C -4.84 1.39 0.58  -0.32
C -3.55 1.43 -0.08  0.50
N -2.54 0.63 0.39  -0.65
C -2.76 -0.12 1.51  0.78
O -1.74 -0.85 1.96  -0.80
N -3.40 2.04 -1.22  -0.69
H -4.96 -1.29 3.56  0.25
H -4.08 0.11 4.32  0.24
H -3.23 -1.29 3.69  0.24
H -5.93 0.53 2.21  0.27
H -5.66 1.92 0.20  0.26
H -4.23 2.48 -1.58  0.43
H -2.53 2.13 -1.65  0.42
C 3.06 3.91 -2.06  -0.60
C 2.01 3.12 -2.89  -0.17
C 0.87 3.99 -3.32  -0.59
C 2.64 2.38 -4.08  -0.60
C 1.34 2.15 -2.00  0.58
N 0.67 1.45 -1.36  -0.60
H 3.39 4.73 -2.74  0.26
H 3.86 3.21 -1.76  0.22
H 2.76 4.37 -1.14  0.23
H 1.22 4.82 -3.91  0.26
H 0.31 4.42 -2.51  0.22
H 0.23 3.36 -3.89  0.22
H 3.00 2.97 -4.92  0.27
H 1.92 1.69 -4.53  0.22
H 3.46 1.78 -3.67  0.22
N 1.88 1.79 2.53  -0.29
C 2.39 1.85 3.77  0.05
C 1.67 0.96 4.55  -0.30
C 0.73 0.44 3.69  0.00
N 0.87 0.95 2.43  -0.48
H 2.27 2.28 1.75  0.43
H 3.20 2.48 4.02  0.27
H 1.68 0.76 5.61  0.29
H -0.18 -0.21 3.69  0.26

Its charge is +3. Its HOMO-LUMO gap (spin up / spin down) is 8.80 / 8.89 eV. As for the multiplicity: 4. As for the expectation value of S²: 3.75. The calculation puts the relative energy (zero: lowest compared OMol25 entry of this formula, charge and spin) at 0.586 eV. The calculation puts the HOMO energy (spin up / spin down) at -0.66336 / -0.66345 Ha.

---

# 4
Below is an isolated molecule of C23H34N6OS, with properties calculated with ωB97M-V/def2-TZVPD.

Each line ends with the natural charge from an NBO analysis.
Cartesian coordinates (Å):
C -2.36 -4.81 0.46  -0.64
H -2.78 -4.67 1.45  0.21
H -3.13 -5.25 -0.18  0.22
H -1.53 -5.51 0.53  0.21
C -1.90 -3.48 -0.13  -0.20
N -0.94 -2.72 0.65  -0.48
C -1.51 -2.13 1.86  -0.22
C -1.45 -0.60 1.83  -0.61
H -1.90 -0.20 2.74  0.21
H -2.00 -0.21 0.98  0.20
H -0.43 -0.24 1.78  0.21
H -2.56 -2.43 1.97  0.19
H -0.98 -2.49 2.75  0.19
C 0.30 -3.46 0.90  -0.22
C 1.49 -2.54 1.19  -0.41
H 2.31 -3.15 1.56  0.21
H 1.23 -1.82 1.96  0.21
C 1.98 -1.79 -0.06  -0.23
N 0.98 -0.91 -0.61  -0.59
C 1.03 0.42 -0.43  0.46
N 2.10 0.92 0.18  -0.53
C 2.21 2.23 0.34  0.59
N 1.34 3.14 -0.07  -0.54
C 0.28 2.66 -0.70  0.08
C 0.02 1.30 -0.92  -0.18
C -1.20 1.11 -1.64  -0.05
C -1.80 2.28 -1.95  -0.20
S -0.95 3.69 -1.36  0.40
C -3.07 2.39 -2.73  -0.09
O -3.43 1.16 -3.32  -0.53
C -3.29 0.02 -2.47  0.29
C -3.79 -1.16 -3.31  -0.61
H -4.85 -1.04 -3.51  0.22
H -3.62 -2.09 -2.78  0.21
H -3.26 -1.18 -4.25  0.22
C -4.15 0.16 -1.20  -0.66
H -4.21 -0.80 -0.69  0.21
H -3.73 0.90 -0.52  0.22
H -5.16 0.47 -1.47  0.22
C -1.81 -0.19 -2.09  -0.46
H -1.76 -0.93 -1.29  0.22
H -1.27 -0.56 -2.95  0.23
H -2.95 3.09 -3.57  0.21
H -3.88 2.77 -2.09  0.18
N 3.34 2.66 0.99  -0.21
C 3.74 3.94 1.27  0.20
C 4.94 3.83 1.93  -0.34
C 5.20 2.44 2.02  0.16
N 4.23 1.76 1.45  -0.26
C 6.37 1.78 2.64  -0.64
H 6.27 0.70 2.55  0.23
H 6.43 2.04 3.70  0.22
H 7.29 2.10 2.16  0.22
H 5.55 4.63 2.30  0.22
C 2.98 5.15 0.89  -0.64
H 2.00 5.15 1.35  0.24
H 3.53 6.04 1.21  0.21
H 2.84 5.19 -0.19  0.24
H 0.08 -1.34 -0.79  0.42
H 2.26 -2.52 -0.83  0.18
H 2.85 -1.18 0.19  0.26
H 0.19 -4.16 1.74  0.17
H 0.52 -4.04 0.00  0.19
H -1.45 -3.66 -1.12  0.19
H -2.77 -2.84 -0.29  0.19

Its SMILES is CCN(CC)CCCNc1nc(-n2nc(C)cc2C)nc2sc3c(c12)CC(C)(C)OC3. Its HOMO-LUMO gap is 8.27 eV. The calculation puts the relative energy (zero: lowest compared OMol25 entry of this formula, charge and spin) at 0.119 eV. The calculation puts the HOMO energy at -0.27941 Ha.

---

# 5
Below is a structure of composition C23H35BBr45N4O5P, with properties calculated with ωB97M-V/def2-TZVPD.

Each line ends with the Mulliken charge.
Cartesian coordinates (Å):
C -1.80 -7.92 5.52  -0.71
N -1.75 -6.61 4.82  -0.07
C -2.68 -5.65 5.43  -0.92
B -2.03 -6.78 3.39  0.47
O -3.36 -6.68 2.97  -0.57
C -0.81 -7.01 2.39  0.87
P -1.15 -7.57 0.61  0.31
C -2.82 -8.30 0.56  -1.07
O -0.19 -8.91 0.42  -0.58
O -0.14 -8.16 3.00  -0.41
C 1.18 -7.80 3.15  0.35
O 2.09 -8.53 2.97  -0.55
O 1.16 -6.49 3.47  -0.45
C 0.17 -5.80 2.62  -0.37
C 1.01 -5.27 1.46  -2.02
C 0.43 -4.04 0.74  0.75
N -0.65 -4.42 -0.21  -0.38
N 1.56 -3.47 -0.04  -0.42
N 0.01 -2.99 1.65  -0.32
H -0.83 -8.10 5.99  -0.07
H -2.54 -7.94 6.33  0.36
H -1.98 -8.77 4.86  0.31
H -2.15 -5.12 6.23  0.29
H -3.57 -6.10 5.88  0.43
H -3.01 -4.87 4.73  0.09
H -3.87 -7.35 3.46  0.29
H -2.83 -8.93 -0.34  0.42
H -3.58 -7.54 0.42  0.29
H -3.05 -8.97 1.40  0.30
H 0.69 -8.64 0.13  0.36
H -0.20 -5.06 3.33  1.00
H 1.95 -4.93 1.90  0.41
H 1.18 -6.05 0.73  0.35
H -1.08 -3.54 -0.50  0.21
H -0.18 -4.75 -1.04  0.24
H 1.20 -2.97 -0.84  -0.05
H 2.17 -4.21 -0.37  0.24
H -0.66 -3.34 2.32  0.21
H -0.47 -2.26 1.13  0.25
C -6.20 -4.86 4.00  0.62
Br -7.40 -4.40 2.56  0.06
Br -5.32 -3.31 4.72  -0.04
Br -7.10 -5.88 5.37  -0.03
H -5.43 -5.50 3.59  -0.52
C 3.17 0.16 1.44  -0.04
Br 2.12 1.34 2.54  0.02
Br 3.56 -1.50 2.33  -0.02
Br 2.34 -0.11 -0.28  0.23
H 4.12 0.65 1.26  -0.11
C 0.57 -0.86 -4.18  -0.34
Br -0.22 -2.19 -3.02  -0.02
Br 0.01 -1.10 -6.01  -0.02
Br 0.22 0.93 -3.56  -0.01
H 1.64 -1.01 -4.15  0.36
C 2.53 -7.64 7.68  -0.36
Br 2.21 -7.82 5.79  0.18
Br 3.94 -6.39 8.05  -0.04
Br 0.91 -7.19 8.64  -0.06
H 2.85 -8.60 8.05  0.39
C 2.95 5.43 0.60  0.11
Br 4.35 4.13 0.81  0.04
Br 1.38 4.65 -0.20  0.03
Br 2.54 6.31 2.27  -0.03
H 3.32 6.19 -0.08  -0.13
C -8.71 -1.65 -0.41  -0.31
Br -9.14 -0.95 1.33  0.02
Br -8.97 -3.56 -0.49  -0.09
Br -9.67 -0.74 -1.81  -0.03
H -7.66 -1.47 -0.58  0.37
C 3.91 5.60 -3.23  -0.24
Br 5.25 6.59 -2.26  0.00
Br 3.63 6.29 -5.01  -0.06
Br 4.30 3.72 -3.24  0.14
H 2.98 5.72 -2.69  0.19
C -1.91 2.11 2.32  -0.07
Br -0.61 3.16 3.28  -0.06
Br -2.10 2.70 0.50  0.01
Br -1.52 0.22 2.42  0.04
H -2.87 2.26 2.81  0.03
C -7.49 3.01 1.49  -0.35
Br -5.81 3.26 2.38  0.02
Br -8.32 4.68 1.03  -0.01
Br -7.32 1.86 -0.04  0.03
H -8.15 2.51 2.19  0.32
C 6.69 0.25 -1.53  -0.37
Br 5.66 1.43 -0.41  0.02
Br 7.08 -1.41 -0.64  -0.03
Br 5.82 -0.03 -3.23  -0.04
H 7.63 0.74 -1.73  0.37
C 5.32 10.12 -0.82  -0.36
Br 4.07 10.63 -2.19  0.09
Br 6.22 11.65 -0.06  -0.03
Br 4.49 9.03 0.53  0.04
H 6.08 9.51 -1.30  0.27
C 2.56 9.89 -6.63  0.35
Br 2.12 9.76 -8.50  -0.02
Br 3.94 11.19 -6.30  0.00
Br 0.99 10.23 -5.56  -0.04
H 2.94 8.93 -6.32  -0.33
C 0.10 14.01 -5.98  0.22
Br 1.12 14.39 -7.56  0.00
Br 0.90 14.80 -4.41  0.00
Br -1.74 14.52 -6.18  -0.01
H 0.12 12.94 -5.83  -0.18
C 0.29 -5.32 -7.46  -0.33
Br -0.04 -4.59 -5.70  0.05
Br -0.04 -7.21 -7.52  -0.03
Br -0.72 -4.37 -8.81  -0.03
H 1.33 -5.16 -7.68  0.34
C 3.28 17.76 -5.35  0.07
Br 4.02 19.05 -4.12  -0.03
Br 2.22 18.61 -6.72  -0.01
Br 4.64 16.63 -6.11  0.00
H 2.61 17.12 -4.79  -0.06

Its HOMO-LUMO gap is 7.51 eV. The calculation puts the HOMO energy at -0.29349 Ha.

---

# 6
Below is a cluster of 7 separate species, C23H35Cl12N3O2 in total, with properties calculated with ωB97M-V/def2-TZVPD.

Each line ends with the Mulliken charge.
Cartesian coordinates (Å):
C 1.30 -3.20 1.16  -1.10
C 0.75 -2.34 0.07  0.63
O 0.82 -2.62 -1.10  -0.49
N 0.10 -1.10 0.49  0.26
C 0.80 0.02 -0.15  -1.13
C -1.30 -1.15 0.22  -0.24
C -1.93 -0.28 -0.70  -0.30
C -3.26 -0.37 -0.95  -0.98
C -4.06 -1.33 -0.30  0.72
N -5.40 -1.37 -0.55  -0.68
C -6.06 -2.25 0.12  0.07
O -7.42 -2.34 -0.06  -0.51
C -5.45 -3.15 1.05  -0.22
N -4.17 -3.14 1.29  -0.28
C -3.44 -2.20 0.62  0.06
C -2.06 -2.10 0.86  1.19
H 0.53 -3.91 1.47  0.06
H 1.54 -2.60 2.03  0.35
H 2.16 -3.76 0.81  0.40
H 0.49 0.96 0.29  0.17
H 1.87 -0.09 0.08  0.39
H 0.73 0.03 -1.23  0.47
H -1.35 0.48 -1.22  0.57
H -3.74 0.32 -1.64  0.47
H -7.59 -3.01 -0.73  0.35
H -6.06 -3.87 1.57  0.47
H -1.62 -2.78 1.58  -0.78
Cl -1.61 -4.48 3.14  -0.07
C -2.49 -5.38 4.40  -0.59
C -2.69 -6.82 4.03  -0.44
Cl -3.83 -7.02 2.67  -0.17
H -3.44 -4.87 4.57  0.32
H -1.90 -5.31 5.31  0.35
H -3.12 -7.36 4.88  0.32
H -1.76 -7.30 3.76  0.31
Cl -0.94 3.10 0.36  -0.14
C 0.23 4.37 -0.09  -0.55
C 0.46 4.43 -1.57  0.27
Cl 1.32 2.98 -2.16  -0.17
H 1.15 4.18 0.45  0.26
H -0.19 5.32 0.26  0.39
H 1.08 5.29 -1.82  -0.40
H -0.48 4.50 -2.12  0.40
Cl 4.18 4.80 -3.15  -0.11
C 3.86 6.10 -4.33  -0.61
C 3.50 7.40 -3.66  -0.41
Cl 1.91 7.33 -2.84  -0.21
H 3.07 5.76 -4.99  0.34
H 4.77 6.24 -4.91  0.35
H 3.44 8.19 -4.40  0.34
H 4.24 7.68 -2.91  0.30
Cl 3.11 -3.32 -6.23  -0.20
C 3.37 -3.83 -4.54  -0.46
C 2.67 -2.94 -3.55  -0.28
Cl 3.39 -1.31 -3.48  -0.18
H 4.44 -3.85 -4.36  0.34
H 2.98 -4.85 -4.45  0.33
H 2.75 -3.36 -2.55  0.16
H 1.61 -2.83 -3.79  0.30
Cl -2.46 -0.60 4.99  -0.21
C -3.59 -0.64 3.61  0.28
C -4.87 0.11 3.89  -0.39
Cl -5.87 -0.71 5.11  -0.21
H -3.78 -1.68 3.37  -0.10
H -3.07 -0.18 2.77  0.01
H -5.46 0.16 2.97  0.27
H -4.67 1.12 4.24  0.38
Cl 4.58 5.30 0.20  -0.16
C 6.09 4.52 -0.34  -0.45
C 7.12 4.44 0.76  -0.49
Cl 7.75 6.04 1.22  -0.19
H 6.47 5.09 -1.19  0.34
H 5.83 3.52 -0.68  0.30
H 7.96 3.84 0.42  0.33
H 6.70 3.97 1.65  0.33

Its SMILES is CC(=O)N(C)c1ccc2nc(O)cnc2c1.ClCCCl.ClCCCl.ClCCCl.ClCCCl.ClCCCl.ClCCCl. Its HOMO-LUMO gap is 8.28 eV. The calculation puts the HOMO energy at -0.30731 Ha.

---

Number 1: energy -1156.74265 Eh. Number 2: energy -1705.46462 Eh. Number 3: energy -1861.20067 Eh. Number 4: energy -1698.81783 Eh. Number 5: energy -117689.31883 Eh. Number 6: energy -6734.48012 Eh.